Entry 1:
C21H38Br18N3O4Si | the ωB97M-V functional and the def2-TZVPD basis

```
85
Properties=species:S:1:pos:R:3:forces:R:3
C -1.976631 -1.114794 1.560065 -0.32 -0.17 -0.35
C -1.730780 0.176940 0.811440 -0.31 -0.18 0.26
O -0.331127 0.471379 0.881045 -0.09 0.02 -0.58
C 0.041282 1.827156 0.827747 0.31 0.45 0.63
C -0.553069 2.629394 -0.302804 -0.01 0.05 -0.05
C -0.551376 1.950843 -1.673383 -0.29 0.24 0.01
O 0.592243 2.358257 -2.393735 0.03 -0.30 0.21
Si 1.473542 1.290266 -3.319661 0.64 -0.14 -0.50
C 0.701679 0.922236 -4.970520 -0.26 -0.21 0.22
C 3.154861 2.039020 -3.593303 -0.08 0.05 0.25
C 1.718350 -0.337810 -2.414388 -0.63 0.36 0.28
C -0.166254 2.364342 2.265089 -0.34 0.24 0.35
N 0.879147 1.594937 2.990992 -0.44 -0.47 -0.30
C 1.660069 1.027228 2.047025 0.05 0.37 0.24
N 2.413533 -0.015303 2.216225 0.21 0.16 0.06
C 3.261327 -0.599980 1.175051 0.28 -0.13 -0.05
C 2.705307 -1.897273 0.607070 -0.10 -0.25 0.29
O 3.667965 -2.356096 -0.315447 -0.10 0.02 -0.18
N 1.545189 1.722904 0.828254 -0.37 -0.49 -0.02
C 2.269010 3.018436 0.930582 0.80 -0.29 -0.64
C 3.545909 3.013999 0.085646 -0.78 0.08 -0.73
C 3.795548 4.184551 -0.769112 1.49 0.11 1.74
O 4.506608 3.911965 0.526381 -0.41 0.12 0.01
H -2.130509 -0.959950 2.627979 0.24 0.00 0.04
H -2.886278 -1.583943 1.181032 -0.05 0.04 0.05
H -1.172716 -1.826674 1.380997 0.09 0.06 0.10
H -2.043425 0.087796 -0.229750 0.11 -0.02 -0.05
H -2.337864 0.969944 1.259949 0.15 0.14 -0.05
H 0.006342 3.555401 -0.433195 -0.12 0.09 0.09
H -1.562969 2.921300 -0.005475 -0.04 -0.08 -0.05
H -1.449738 2.273653 -2.207647 0.04 0.00 -0.06
H -0.621005 0.864311 -1.566345 0.19 -0.01 -0.04
H 0.483106 1.806568 -5.567286 0.06 0.01 -0.03
H -0.219301 0.343882 -4.853792 -0.06 0.09 -0.04
H 1.392164 0.272943 -5.515475 0.03 0.11 -0.10
H 3.815898 1.249765 -3.957919 0.02 0.07 -0.14
H 3.145366 2.859470 -4.310577 0.04 0.00 -0.02
H 3.581226 2.402111 -2.656807 -0.01 0.02 -0.07
H 1.709234 -0.139695 -1.337561 0.21 -0.07 -0.04
H 0.880084 -1.009497 -2.615592 0.12 -0.15 -0.04
H 2.655519 -0.803060 -2.712971 0.02 -0.06 0.02
H -1.145551 2.149310 2.691221 0.00 -0.23 -0.12
H -0.033438 3.440037 2.383045 0.30 -0.02 -0.16
H 0.541039 0.991046 3.728377 0.17 0.14 0.18
H 2.434750 -0.433806 3.137240 0.00 -0.05 -0.04
H 4.239674 -0.805635 1.609237 0.00 0.06 0.02
H 3.396506 0.131535 0.386236 -0.10 -0.03 -0.03
H 2.593041 -2.638750 1.408544 -0.03 0.08 0.09
H 1.712581 -1.752678 0.173836 0.08 0.13 -0.12
H 3.234167 -2.674409 -1.114449 0.03 0.02 0.10
H 1.641317 3.819582 0.554898 -0.15 0.02 0.27
H 2.587890 3.230078 1.952970 -0.24 0.09 0.08
H 3.848904 2.046608 -0.302492 0.27 -0.11 0.24
H 3.165761 5.057019 -0.663070 -0.19 -0.05 -0.36
H 4.630461 4.211512 -1.452079 -0.73 -0.26 -0.96
C -5.874426 -2.196892 -0.525670 -0.04 -0.06 -0.06
Br -5.319916 -4.025090 -0.689055 0.07 0.02 0.09
Br -6.085348 -1.666603 1.307849 0.02 0.01 0.01
Br -4.685896 -1.001304 -1.464017 0.01 0.03 -0.02
H -6.841104 -2.100760 -0.999613 -0.01 0.01 0.01
C -2.198409 -3.680646 4.731755 -0.03 0.03 -0.03
Br -0.777134 -4.035672 3.479048 0.13 0.09 0.08
Br -3.904986 -3.788593 3.854054 -0.04 0.00 -0.02
Br -2.092099 -4.834033 6.257646 -0.01 -0.03 0.01
H -2.080267 -2.666319 5.084117 0.00 0.00 0.00
C 6.199073 8.359472 -1.173771 0.01 0.02 -0.03
Br 8.045515 8.418503 -1.689187 0.03 0.00 0.00
Br 5.685508 6.595939 -0.588860 0.19 0.27 0.08
Br 5.784736 9.680575 0.155960 -0.01 0.02 0.02
H 5.611258 8.589163 -2.050386 0.00 -0.01 0.00
C -8.103259 1.271932 -0.430444 0.07 -0.03 0.04
Br -8.426240 3.053983 -1.060966 0.00 0.03 -0.01
Br -8.949733 0.944289 1.259967 -0.07 0.04 0.03
Br -8.622343 -0.041084 -1.741618 -0.03 -0.01 -0.03
H -7.036786 1.168250 -0.282893 0.00 -0.03 -0.01
C 1.329634 -7.281114 1.554036 -0.01 0.03 0.08
Br 1.991557 -5.511546 1.131517 0.05 0.02 0.00
Br -0.567164 -7.244883 1.823308 0.02 -0.21 -0.13
Br 1.848689 -8.559347 0.228014 0.01 0.00 -0.05
H 1.792710 -7.572442 2.485784 0.01 0.03 0.01
C -5.075102 -7.938789 -0.418284 0.02 -0.01 -0.04
Br -4.066985 -7.360697 1.118885 -0.09 0.08 0.05
Br -4.402025 -9.593386 -1.116160 0.01 -0.03 0.00
Br -6.951125 -8.030680 -0.027513 -0.03 0.00 0.01
H -4.942903 -7.190603 -1.186840 0.01 0.00 0.00
```
Forces are in eV/Å.

Net charge = +1
Frontier orbital gap = 9.04 eV
Electronic energy = -47909.65207 Ha
Maximum force = 0.0446 hartree/bohr



Entry 2:
C21H38CdNO8 | the ωB97M-V functional and the def2-TZVPD basis

```
69
Properties=species:S:1:pos:R:3:forces:R:3
Cd 0.647422 -1.084266 0.311419 -3.56 -0.54 1.34
C -0.106767 2.919057 -2.576655 0.30 -0.06 -0.82
C 0.283501 2.914679 -1.106864 0.46 0.06 0.86
C 0.136828 4.333966 -0.514661 -0.35 0.45 -0.01
C -1.305716 4.765656 -0.514026 -0.32 0.02 0.41
C -2.031253 3.814803 0.474646 0.02 2.02 -1.20
C -1.904050 2.331822 0.045825 -0.74 1.33 0.02
N -0.482228 2.011501 -0.237789 -0.24 -0.08 1.36
O -0.364587 0.633352 -0.508129 -0.11 0.99 -1.30
C -2.906899 2.149592 -1.124349 0.32 -0.76 -0.66
C -2.435072 1.513798 1.216498 1.03 0.00 0.49
C 1.802617 2.623080 -0.948440 0.14 0.09 -0.73
H 0.333706 2.044719 -3.060905 -0.16 -0.03 -0.11
H 0.253178 3.814745 -3.094568 0.35 -0.04 0.10
H -1.173612 2.923208 -2.782137 -0.01 -0.25 0.36
H 0.797611 5.095895 -0.940541 0.09 -0.36 -0.56
H 0.391281 4.334540 0.550055 0.29 -0.36 -0.01
H -1.861778 4.768246 -1.457416 0.55 -0.55 -0.34
H -1.424032 5.825392 -0.259806 0.19 -0.09 0.65
H -3.017688 4.281366 0.363298 -0.67 -1.21 0.48
H -1.723380 4.071675 1.490918 0.32 -0.51 0.07
H -2.983617 2.993555 -1.812196 0.07 0.15 0.17
H -3.918403 1.910677 -0.792626 0.06 0.15 0.32
H -2.594559 1.292678 -1.728354 0.08 -0.07 0.09
H -3.191847 2.098811 1.742289 -0.65 -0.37 -0.46
H -1.672053 1.422614 1.995376 0.28 -0.29 -0.29
H -2.713650 0.516074 0.886991 -0.29 0.01 0.32
H 2.207261 1.691576 -1.358634 -0.63 -0.28 0.03
H 2.124553 2.710408 0.090750 -0.20 0.21 0.10
H 2.355078 3.376962 -1.518800 -0.05 0.20 0.15
C -2.580139 -4.008510 0.314703 -0.04 -0.73 0.11
C -1.604065 -3.076944 0.577502 -0.12 -0.64 -1.36
C -1.582866 -2.371573 1.900827 1.04 1.27 1.39
O -0.736053 -1.405133 2.134620 0.37 -0.60 -1.17
C -2.426168 -2.758324 2.900189 -0.34 -0.61 -0.75
C -3.375851 -3.817527 2.690637 -0.17 0.29 1.44
C -3.538742 -4.426757 1.281772 -1.14 1.18 0.16
O -4.611089 -4.997709 1.082456 0.72 -0.53 -0.41
O -4.113683 -4.193404 3.602771 0.14 -0.21 -0.37
O -0.760104 -2.798558 -0.357711 0.62 0.86 0.60
H -2.618892 -4.421484 -0.685351 -0.07 -0.01 -0.04
H -2.376774 -2.245673 3.849385 -0.08 -0.09 0.10
C 3.505952 -4.357891 -0.323415 -0.64 0.47 -0.65
C 2.082479 -4.174643 0.233922 1.47 -0.04 0.43
O 1.890405 -2.940007 0.930573 0.82 -0.46 0.21
H 3.829929 -3.486894 -0.897712 -0.03 0.07 0.08
H 3.408490 -5.174925 -1.042108 0.40 -0.19 0.13
H 4.253285 -4.581837 0.436495 -0.06 -0.07 0.03
H 2.040255 -4.947606 1.005485 -1.03 -0.37 -0.47
H 1.363976 -4.216012 -0.578589 -0.35 -0.18 0.39
H 2.287249 -3.081011 1.795013 -0.20 0.38 0.13
C 1.330383 -2.530814 -3.383444 0.24 -0.15 0.63
C 1.278540 -1.124460 -2.802490 -2.15 -1.46 -0.44
O 1.813874 -1.100552 -1.462143 2.26 0.45 -3.02
H 0.770976 -3.222953 -2.751528 0.00 0.05 0.05
H 2.375560 -2.851351 -3.414577 -0.06 -0.18 -0.25
H 0.880676 -2.561679 -4.375657 0.14 0.09 -0.07
H 0.225375 -0.870878 -2.663641 0.10 0.43 -0.26
H 1.732838 -0.488126 -3.563858 0.37 0.65 0.78
H 2.618409 -0.590034 -1.612287 0.14 -0.12 0.95
C 1.679777 1.523471 3.022041 0.07 0.12 0.81
C 2.530552 0.378822 2.446572 0.10 1.48 0.40
O 2.208985 0.196143 1.067375 1.38 -0.13 0.85
H 2.163285 2.009176 3.875852 0.21 -0.27 0.05
H 0.723701 1.159935 3.398818 -0.05 -0.16 -0.27
H 1.454361 2.350296 2.347594 0.12 -0.31 -0.47
H 2.382742 -0.503865 3.066108 -0.40 -0.38 -0.63
H 3.604775 0.578293 2.511707 0.00 0.26 0.03
H 2.365753 1.030815 0.610928 -0.37 0.00 0.00
```
Forces are in eV/Å.

Net charge = -1
Frontier orbital gap = 5.64 eV
Energy above the lowest of the compared OMol25 structures with the same formula, charge and spin = 13.6 kcal/mol
Electronic energy = -1647.31638 Ha
Maximum force = 0.0747 hartree/bohr



Entry 3:
C21H38N10NaS | the ωB97M-V functional and the def2-TZVPD basis

```
71
Properties=species:S:1:pos:R:3:forces:R:3
Na 0.269353 1.201712 0.071020 0.73 -0.50 0.18
C 1.945733 3.636694 1.714491 -0.15 -0.04 -0.10
C 0.728389 3.309023 2.583189 0.08 -0.01 -0.11
N -0.158008 2.260121 2.040190 -0.11 0.17 0.52
C -1.582004 2.607171 1.935360 0.01 0.09 -0.18
C -2.027681 2.851851 0.497514 0.01 -0.07 0.05
N -1.880817 1.642184 -0.322899 -0.73 0.17 -0.10
C -2.234579 1.889461 -1.728056 0.08 -0.09 0.03
C -1.973682 0.706692 -2.655267 0.14 0.02 0.06
C -0.498135 0.248602 -2.819297 -0.11 0.21 0.03
N 0.478828 1.135943 -2.180621 0.09 -0.32 -0.70
C 0.878096 2.338867 -2.916541 -0.02 0.10 0.25
C 1.002459 3.542334 -1.966403 -0.03 -0.15 0.06
N 1.527434 3.108319 -0.671775 0.23 0.46 0.04
C 1.608577 4.186274 0.323977 0.01 -0.11 -0.03
H 2.569155 2.743479 1.602783 0.04 0.03 0.03
H 2.544799 4.370535 2.258207 0.01 -0.02 0.00
H 0.150316 4.227105 2.718072 -0.03 0.00 0.01
H 1.087842 3.017863 3.573147 -0.05 0.00 0.03
H -0.093295 1.426623 2.613999 -0.04 0.07 0.08
H -1.820693 3.496376 2.526540 0.01 -0.01 0.04
H -2.167892 1.783511 2.340378 -0.02 -0.06 0.06
H -1.401784 3.634575 0.056554 -0.04 -0.02 -0.03
H -3.060452 3.225064 0.501610 -0.01 0.05 -0.03
H -2.497265 0.923127 0.048618 0.02 0.01 -0.01
H -1.652877 2.748849 -2.060877 0.00 0.03 0.02
H -3.289836 2.173027 -1.825731 -0.02 0.05 0.01
H -2.385983 0.976872 -3.629402 -0.02 -0.01 0.01
H -2.561004 -0.146219 -2.306122 -0.04 -0.04 -0.03
H -0.288124 0.116683 -3.887250 0.01 -0.03 -0.02
H -0.386300 -0.726132 -2.349465 0.04 -0.10 0.05
H 1.316144 0.597990 -1.974102 -0.07 -0.01 -0.07
H 0.139563 2.562942 -3.687592 0.00 0.00 -0.03
H 1.832522 2.183950 -3.428334 0.02 -0.02 -0.05
H 0.017406 3.980041 -1.784183 0.00 0.00 0.00
H 1.613140 4.323948 -2.435783 -0.01 0.02 -0.01
H 2.466488 2.740454 -0.808380 -0.03 -0.05 0.03
H 0.635398 4.687363 0.350392 0.01 0.02 0.00
H 2.341874 4.948149 0.033527 -0.01 0.02 -0.02
C 2.048723 -4.742462 -1.457415 0.01 0.09 0.04
C 1.245231 -3.602678 -0.878031 0.18 0.12 -0.09
N 1.708900 -2.423288 -0.689674 -0.07 -0.07 0.10
N 3.020531 -2.239500 -1.034181 -0.13 0.01 -0.04
C 3.735389 -1.122472 -0.744375 0.08 -0.06 0.03
N 5.011789 -1.191537 -1.169258 0.02 0.05 -0.02
S 3.198899 0.227398 0.075604 -0.27 -0.05 0.01
C -0.176333 -3.875958 -0.516688 -0.06 0.11 -0.02
C -0.509685 -5.101387 0.053946 0.05 -0.02 0.03
C -1.836160 -5.371045 0.340084 0.02 -0.03 0.06
C -2.788038 -4.412973 0.040756 -0.01 0.00 0.01
C -2.358278 -3.214544 -0.506979 0.10 0.08 0.00
N -1.085086 -2.937515 -0.782295 -0.03 0.06 -0.02
H 2.932222 -4.958873 -0.850459 0.00 -0.03 -0.01
H 2.377937 -4.499556 -2.472880 0.01 0.01 0.03
H 1.454410 -5.647358 -1.527193 0.02 0.01 -0.01
H 3.522300 -3.002114 -1.460230 0.02 -0.15 -0.06
H 5.373811 -1.957425 -1.711103 0.00 -0.02 0.01
H 5.614944 -0.412757 -0.974569 -0.01 0.02 0.00
H 0.260006 -5.827041 0.284325 -0.05 0.01 -0.01
H -2.117776 -6.314472 0.789100 -0.01 0.00 -0.02
H -3.839966 -4.588310 0.219349 0.01 0.02 0.02
H -3.077432 -2.438317 -0.744602 0.01 0.01 -0.02
N -2.706306 -0.870843 3.379113 -0.03 -0.04 0.04
C -2.721052 -1.995845 4.124769 -0.03 0.06 -0.01
C -1.436620 -2.476112 4.130512 0.07 -0.06 -0.05
C -0.714944 -1.559266 3.343180 0.07 0.08 0.00
N -1.487736 -0.579541 2.893116 0.02 -0.16 0.00
H -3.484381 -0.270766 3.173484 0.00 0.04 0.01
H -3.622473 -2.354682 4.593222 0.01 0.02 -0.03
H -1.072609 -3.357088 4.630762 0.00 0.04 -0.02
H 0.336683 -1.563099 3.097120 -0.04 -0.02 -0.01
```
Forces are in eV/Å.

Net charge = +1
Frontier orbital gap = 8.94 eV
Energy above the lowest of the compared OMol25 structures with the same formula, charge and spin = 0.0 kcal/mol
Electronic energy = -1930.89010 Ha
Maximum force = 0.0176 hartree/bohr